# 1
C31H65CaN10O6P2SSeSi | the ωB97M-V functional and the def2-TZVPD basis

Properties
Lowest unoccupied orbital energy (eV): -1.8
Molar mass (g/mol): 915.06
Largest force on an atom (hartree/bohr): 0.03781
Net charge: +1
Energy (a.u.): -6669.065617
Frontier orbital gap (eV): 7.31
Highest occupied orbital energy (eV): -9.12

Each line ends with the Mulliken charge.
Element x y z (Å)
Ca  -0.6369  -0.2730  0.5547  1.106
N  -3.0171  3.5370  2.1939  0.097
C  -1.8677  4.2492  2.4565  -0.956
C  -0.8422  3.4203  2.1137  -0.733
N  -1.3382  2.2235  1.6438  1.254
C  -2.6464  2.3305  1.7039  -0.523
C  -3.4960  1.2287  1.2897  -1.207
N  -2.9444  0.1678  0.7777  1.908
C  -3.9551  -0.7382  0.5398  -0.846
C  -5.1392  -0.1973  0.9375  -1.136
N  -4.8329  1.0640  1.4112  0.045
H  -3.9511  3.8849  2.3091  0.166
H  -1.8862  5.2523  2.8581  0.478
H  0.2204  3.6153  2.1580  0.431
H  -3.7541  -1.6987  0.0927  0.352
H  -6.1492  -0.5758  0.9312  0.455
H  -5.5005  1.7337  1.7409  0.166
C  2.3309  -4.0804  2.0019  -1.159
N  2.2176  -2.7557  1.3803  0.717
C  1.7484  -2.7891  -0.0213  -0.984
P  1.8905  -1.4469  2.2937  -0.364
O  1.1765  -0.3157  1.6344  -0.492
O  0.9469  -2.0499  3.4976  -0.268
P  -0.6740  -1.9629  3.5748  -0.022
O  -1.2588  -1.7074  2.2257  -0.633
N  -0.9828  -0.8358  4.7294  0.315
C  0.0312  -0.5662  5.7591  -1.027
C  -1.7867  0.3475  4.3683  -1.072
N  -1.1800  -3.3863  4.1903  0.234
C  -1.2882  -3.6657  5.6217  -1.029
C  -0.9991  -4.5803  3.3543  -1.047
N  3.2563  -0.9544  3.0110  0.470
C  4.3392  -1.8568  3.3881  -1.020
C  3.2650  0.3492  3.6934  -1.019
H  3.1746  -4.6145  1.5634  0.396
H  1.4270  -4.6682  1.8298  0.346
H  2.4894  -4.0073  3.0760  0.382
H  2.3923  -3.4626  -0.5839  0.493
H  1.8160  -1.8021  -0.4801  0.055
H  0.7212  -3.1575  -0.0998  0.268
H  0.6329  -1.4508  5.9593  0.379
H  -0.4688  -0.2741  6.6837  0.383
H  0.6987  0.2459  5.4573  0.261
H  -2.5160  0.0870  3.6038  0.181
H  -1.1643  1.1585  3.9927  0.347
H  -2.3205  0.6976  5.2539  0.436
H  -1.4754  -2.7515  6.1749  0.311
H  -0.3862  -4.1483  6.0107  0.306
H  -2.1305  -4.3375  5.7862  0.345
H  -0.8980  -4.2985  2.3067  0.202
H  -1.8738  -5.2246  3.4442  0.433
H  -0.1188  -5.1526  3.6609  0.322
H  4.4345  -2.6653  2.6646  0.276
H  4.1976  -2.2763  4.3891  0.266
H  5.2720  -1.2955  3.3818  0.373
H  2.4399  0.9671  3.3453  0.207
H  4.1937  0.8684  3.4570  0.378
H  3.1985  0.2338  4.7797  0.305
C  -2.2157  3.7249  -1.6921  -1.127
C  -0.9182  3.0866  -2.1947  1.692
C  -0.7264  3.4291  -3.6705  -1.363
C  0.2681  3.6042  -1.3966  -0.846
O  -0.9240  1.6470  -1.9765  0.733
Si  -1.6617  0.4129  -2.8166  0.224
S  -1.0230  -1.3174  -1.8382  -0.813
O  -1.2795  0.4318  -4.4095  0.962
C  -0.1510  -0.0022  -5.1930  1.957
C  -0.2982  -1.4934  -5.4821  -1.876
C  -0.2112  0.7945  -6.4869  -1.950
C  1.1564  0.2802  -4.4672  -0.958
O  -3.2723  0.7484  -2.8270  -0.007
C  -4.2958  0.3164  -3.7509  1.703
C  -4.2070  1.1531  -5.0258  -1.401
C  -5.6339  0.5761  -3.0819  -1.775
C  -4.1478  -1.1717  -4.0686  -1.245
H  -2.1801  4.8097  -1.8324  0.484
H  -2.3428  3.5081  -0.6298  -0.026
H  -3.0735  3.3206  -2.2324  0.077
H  -0.6750  4.5141  -3.7882  0.660
H  -1.5579  3.0494  -4.2733  0.132
H  0.2012  2.9911  -4.0505  0.071
H  0.3876  4.6814  -1.5418  0.431
H  1.1821  3.0918  -1.7155  -0.046
H  0.1190  3.4015  -0.3369  -0.379
H  -1.2201  -1.6739  -6.0446  0.404
H  -0.3444  -2.0495  -4.5426  0.235
H  0.5481  -1.8552  -6.0760  0.479
H  -1.1798  0.6412  -6.9722  0.410
H  0.5807  0.4743  -7.1717  0.400
H  -0.0929  1.8635  -6.2816  0.351
H  1.2017  -0.2887  -3.5352  -0.280
H  1.2343  1.3444  -4.2166  -0.100
H  1.9964  0.0088  -5.1089  0.778
H  -4.3874  2.2100  -4.7993  0.296
H  -4.9564  0.8172  -5.7493  0.525
H  -3.2149  1.0556  -5.4691  -0.009
H  -5.7027  1.6256  -2.7760  0.322
H  -5.7395  -0.0579  -2.2039  0.305
H  -6.4508  0.3584  -3.7759  0.434
H  -3.2407  -1.3512  -4.6560  -0.020
H  -5.0115  -1.5236  -4.6389  0.548
H  -4.0708  -1.7488  -3.1422  0.210
C  4.2164  2.8782  -3.1333  -0.854
N  4.3784  1.4660  -3.4450  0.326
C  4.9275  0.9561  -4.6161  -0.405
C  4.8744  -0.3820  -4.5211  -0.591
N  4.2876  -0.6764  -3.2945  0.326
C  3.9924  -2.0082  -2.7957  -0.898
C  3.9809  0.4621  -2.6273  -0.413
Se  3.2750  0.6145  -0.9352  -0.194
H  4.9122  3.4543  -3.7383  0.345
H  4.4220  3.0373  -2.0790  0.357
H  3.1970  3.2034  -3.3392  0.206
H  5.3105  1.5884  -5.4033  0.449
H  5.2029  -1.1489  -5.2061  0.445
H  4.4872  -2.7364  -3.4346  0.366
H  2.9166  -2.1848  -2.8015  0.269
H  4.3579  -2.1004  -1.7750  0.360

# 2
C27H23AsCoN3O2 | the ωB97M-V functional and the def2-TZVPD basis

Properties
Lowest unoccupied orbital energy (alpha / beta) (eV): -3.4 / -3.6
Molar mass (g/mol): 555.36
Largest force on an atom (hartree/bohr): 0.01535
Net charge: +1
2S+1: 4
Energy (a.u.): -4975.698938
Frontier orbital gap (alpha / beta) (eV): 8.10 / 8.06
Highest occupied orbital energy (alpha / beta) (eV): -11.45 / -11.64

Each line ends with the Mulliken charge.
Element x y z (Å)
Co  1.2211  -0.3416  0.2703  -0.030
N  3.1980  -1.1426  0.1532  -0.269
C  3.7329  -0.9488  1.4925  0.441
C  5.0641  -0.8545  1.7585  -0.538
C  5.5199  -0.6872  3.0880  -0.701
C  4.6352  -0.6240  4.1230  -0.925
C  3.2423  -0.7024  3.8725  0.924
C  2.2567  -0.6188  4.8824  -0.515
C  0.9326  -0.6825  4.5524  -0.832
C  0.5775  -0.8039  3.1988  -0.071
N  1.4680  -0.8892  2.2352  -0.342
C  2.7965  -0.8561  2.5512  0.364
H  3.2085  -2.1370  -0.0628  0.338
H  3.7836  -0.6766  -0.5331  0.404
H  5.7827  -0.9065  0.9492  0.416
H  6.5829  -0.6215  3.2739  0.407
H  4.9803  -0.5038  5.1418  0.413
H  2.5658  -0.4952  5.9134  0.431
H  0.1579  -0.6222  5.3030  0.410
H  -0.4640  -0.8314  2.8993  0.528
O  2.8241  2.6792  -1.0330  -0.383
N  1.9915  2.6679  -0.1927  0.254
O  1.7527  1.4265  0.2853  -0.413
C  -5.3735  -1.2355  0.7408  -0.530
C  -4.5706  -0.4106  1.5173  -0.851
C  -3.2885  -0.0959  1.0950  -0.170
C  -2.8100  -0.5929  -0.1161  0.771
C  -3.6024  -1.4425  -0.8774  -0.332
C  -4.8854  -1.7570  -0.4473  -0.694
As  -1.0481  -0.0727  -0.7029  1.108
C  -0.8649  -0.8892  -2.4460  0.034
C  0.1304  -1.8383  -2.6506  -0.741
C  0.2934  -2.4412  -3.8916  -0.636
C  -0.5489  -2.0975  -4.9370  -0.524
C  -1.5522  -1.1558  -4.7409  -0.806
C  -1.7118  -0.5554  -3.5029  0.194
C  -1.1609  1.8189  -1.1024  0.521
C  -0.7348  2.3140  -2.3294  -0.071
C  -0.6883  3.6857  -2.5439  -0.829
C  -1.0564  4.5629  -1.5372  -0.481
C  -1.4721  4.0697  -0.3083  -0.807
C  -1.5127  2.7031  -0.0864  -0.125
H  -6.3757  -1.4789  1.0681  0.389
H  -4.9415  -0.0134  2.4531  0.409
H  -2.6684  0.5331  1.7211  0.200
H  -3.2308  -1.8690  -1.7994  0.386
H  -5.5028  -2.4128  -1.0472  0.412
H  0.7812  -2.1395  -1.8357  0.258
H  1.0708  -3.1790  -4.0396  0.405
H  -0.4288  -2.5659  -5.9051  0.406
H  -2.2120  -0.8890  -5.5560  0.427
H  -2.4922  0.1827  -3.3609  0.579
H  -0.4290  1.6454  -3.1220  0.386
H  -0.3560  4.0649  -3.5013  0.400
H  -1.0012  5.6310  -1.7016  0.403
H  -1.7560  4.7509  0.4830  0.412
H  -1.8105  2.3421  0.8882  0.185

# 3
C5H7N | the ωB97M-V functional and the def2-TZVPD basis

Properties
Lowest unoccupied orbital energy (eV): 0.9
Molar mass (g/mol): 81.12
SMILES: C[C@H]1C[C@H]1C#N
Largest force on an atom (hartree/bohr): 0.02056
Net charge: 0
Energy (a.u.): -249.436023
Frontier orbital gap (eV): 11.47
Highest occupied orbital energy (eV): -10.54

Each line ends with the Mulliken charge.
Element x y z (Å)
C  -1.3262  0.3369  0.7019  -1.300
C  -0.1303  0.7169  -0.1442  0.202
C  1.2195  0.3595  0.3867  -0.702
C  0.7264  -0.3002  -0.8780  -0.095
C  0.2991  -1.6753  -0.9399  0.086
N  -0.1203  -2.7508  -1.0296  -0.439
H  -2.2719  0.4580  0.1675  0.339
H  -1.3628  0.9690  1.5977  0.310
H  -1.2600  -0.7021  1.0421  0.331
H  -0.2472  1.6073  -0.7544  0.349
H  1.2117  -0.2580  1.2813  0.275
H  2.0636  1.0387  0.3131  0.274
H  1.1865  0.0582  -1.7957  0.368

# 4
C17H16O3S2 | the ωB97M-V functional and the def2-TZVPD basis

Properties
Lowest unoccupied orbital energy (eV): -0.7
Molar mass (g/mol): 332.45
SMILES: O=C1c2c(O)cccc2C(SCCCS)c2cccc(O)c21
Largest force on an atom (hartree/bohr): 0.03749
Net charge: 0
Energy (a.u.): -1679.528410
Frontier orbital gap (eV): 7.79
Highest occupied orbital energy (eV): -8.45

Each line ends with the Mulliken charge.
Element x y z (Å)
O  -2.8452  0.8541  0.0848  -1.070
O  -2.9056  -0.7221  -1.9577  -0.703
O  -2.9487  2.4129  2.1877  -0.680
S  4.5630  1.5237  -1.4535  -0.258
S  1.4610  -1.6350  1.8859  -0.168
C  -2.1457  0.0287  0.6929  2.386
C  -1.1928  -3.7963  -1.0592  -0.767
C  -0.7083  1.0058  4.6602  -0.578
C  -1.9496  -2.8589  -1.7484  -0.632
C  -1.5678  1.8857  4.0108  -0.832
C  -0.7347  -3.4627  0.1961  -0.776
C  -0.3477  -0.1886  4.0563  -1.006
C  -2.2589  -1.6069  -1.2043  0.292
C  -2.0228  1.5603  2.7153  0.444
C  -1.8254  -1.2807  0.0841  -0.024
C  -1.6076  0.3799  2.0474  0.206
C  -1.0024  -2.2219  0.7862  -0.263
C  -0.7776  -0.5280  2.7616  -0.061
C  -0.3387  -1.8551  2.1346  0.130
C  2.8964  0.8347  -1.1736  -0.620
C  1.4722  -0.3295  0.6035  -0.273
C  2.8745  -0.1183  0.0462  -0.839
H  -3.0247  0.1087  -1.3954  0.380
H  -3.0700  2.1296  1.2473  0.372
H  4.4365  2.0561  -2.7059  0.133
H  -1.1223  -4.7601  -1.5326  0.394
H  -0.4060  1.2485  5.6667  0.386
H  -2.3089  -3.1196  -2.7395  0.423
H  -1.8243  2.8303  4.4733  0.438
H  -0.1081  -4.1790  0.7225  0.375
H  0.2536  -0.9122  4.6129  0.376
H  -0.6000  -2.6554  2.8383  0.681
H  2.5021  0.3327  -2.0860  0.365
H  2.1932  1.6681  -1.0085  0.371
H  0.8454  -0.5852  -0.2671  0.231
H  1.1668  0.6250  1.0608  0.313
H  3.2719  -1.1026  -0.2725  0.370
H  3.5548  0.3052  0.8030  0.481

# 5
C4H13N3O | the ωB97M-V functional and the def2-TZVPD basis

Properties
Lowest unoccupied orbital energy (eV): 0.6
Molar mass (g/mol): 119.17
Largest force on an atom (hartree/bohr): 0.07345
Net charge: 0
Energy (a.u.): -399.571105
Frontier orbital gap (eV): 7.79
Highest occupied orbital energy (eV): -7.17

Each line ends with the Mulliken charge.
Element x y z (Å)
C  0.8880  -0.0522  -0.3120  0.981
C  0.6579  1.4295  -0.5426  -1.648
C  2.3757  -0.3424  -0.0817  -1.549
N  0.4339  -0.8054  -1.4736  -0.689
H  0.5702  -0.8316  0.8010  0.285
H  -0.5494  -0.6346  -1.6588  0.236
H  0.5553  -1.8029  -1.3288  0.269
H  1.2143  1.7781  -1.4188  0.451
H  -0.3952  1.6523  -0.7262  0.302
H  0.9804  2.0130  0.3210  0.335
H  2.7439  0.2127  0.7821  0.318
H  2.9612  -0.0543  -0.9608  0.417
H  2.5519  -1.4043  0.1083  0.378
N  -1.9329  -0.4816  0.6418  0.019
N  -2.7424  0.6345  0.3921  -0.588
C  -0.7816  -0.3663  1.3362  0.023
O  -0.1695  -1.4527  1.7357  -0.748
H  -2.1920  -1.4091  0.3223  0.272
H  -3.6336  0.5426  0.8690  0.250
H  -2.8906  0.7588  -0.6027  0.225
H  -0.6455  0.6159  1.7964  0.460

ΔE to the lowest compared entry with this formula, charge and spin (computed, eV): 0.777; 1.053; 1.013; 0.000; 4.794